Density functional theory data (ωB97M-V/def2-TZVPD) for a cluster of 9 separate species, C48H113O34P7 in total at a distorted geometry.

Computed properties:
**Total energy**: -186263.6779 eV
**Charge**: 0
**Energy above the lowest of the compared OMol25 structures with the same formula, charge and spin**: 339.9 kJ/mol
**LUMO**: 0.57 eV
**HOMO-LUMO gap**: 10.64 eV
**SMILES**: CCOP(=O)(OCC)OCC.CCOP(=O)(OCC)OCC.CCOP(=O)(OCC)OCC.CCOP(=O)(OCC)OCC.CCOP(=O)(OCC)OCC.CCOP(=O)(OCC)OCC.CCOP(=O)(OCC)OCC.O=C1OCCO1.O=C1OCCO1
**Highest occupied orbital energy**: -0.3702 hartree

Cartesian coordinates (Å):
1 C 20.508 -23.785 24.096
2 C 21.162 -22.514 23.544
3 O 20.632 -21.271 24.067
4 P 19.923 -20.276 23.067
5 O 20.686 -20.112 21.828
6 O 19.621 -19.056 24.029
7 C 20.746 -18.261 24.607
8 C 20.234 -17.664 25.929
9 O 18.462 -20.846 22.871
10 C 17.678 -20.424 21.731
11 C 16.273 -19.934 22.087
12 H 21.112 -24.605 23.727
13 H 20.444 -23.880 25.175
14 H 19.498 -23.909 23.644
15 H 22.245 -22.542 23.637
16 H 21.005 -22.496 22.465
17 H 21.642 -18.840 24.705
18 H 20.979 -17.501 23.877
19 H 20.695 -16.672 26.122
20 H 19.173 -17.497 25.661
21 H 20.174 -18.371 26.706
22 H 18.157 -19.582 21.190
23 H 17.628 -21.247 21.105
24 H 16.323 -19.000 22.624
25 H 15.807 -19.721 21.086
26 H 15.691 -20.649 22.598
27 C 27.262 -16.618 17.099
28 C 25.924 -16.556 16.194
29 O 25.225 -17.783 16.239
30 P 25.194 -18.741 14.939
31 O 25.081 -18.099 13.639
32 O 26.537 -19.631 15.243
33 C 26.681 -20.641 14.185
34 C 28.027 -21.330 14.468
35 O 24.011 -19.794 15.187
36 C 22.710 -19.586 14.579
37 C 22.046 -20.849 14.153
38 H 27.810 -15.649 17.111
39 H 27.176 -16.840 18.175
40 H 27.949 -17.326 16.644
41 H 25.174 -15.773 16.475
42 H 26.287 -16.357 15.158
43 H 25.858 -21.296 14.391
44 H 26.579 -20.232 13.176
45 H 28.234 -21.902 13.577
46 H 28.794 -20.559 14.596
47 H 28.009 -21.863 15.401
48 H 22.155 -19.157 15.410
49 H 22.834 -18.845 13.719
50 H 22.594 -21.218 13.258
51 H 22.106 -21.571 15.000
52 H 21.021 -20.610 13.892
53 C 23.253 -16.634 20.383
54 C 21.749 -16.553 20.478
55 O 21.367 -15.235 20.928
56 P 20.292 -15.016 22.070
57 O 20.851 -15.052 23.425
58 O 19.529 -13.700 21.749
59 C 20.170 -12.516 22.271
60 C 21.285 -12.022 21.357
61 O 19.259 -16.146 21.657
62 C 18.107 -16.437 22.457
63 C 16.824 -15.845 21.907
64 H 23.665 -17.644 20.212
65 H 23.569 -15.989 19.576
66 H 23.681 -16.296 21.306
67 H 21.220 -16.698 19.482
68 H 21.424 -17.375 21.077
69 H 19.321 -11.792 22.341
70 H 20.515 -12.737 23.245
71 H 22.172 -12.532 21.577
72 H 21.075 -12.074 20.248
73 H 21.372 -10.893 21.412
74 H 18.042 -17.500 22.535
75 H 18.214 -16.073 23.447
76 H 16.654 -16.202 20.900
77 H 15.941 -16.158 22.457
78 H 16.784 -14.714 21.794
79 C 18.199 -13.977 18.261
80 C 19.653 -14.394 18.078
81 O 19.792 -15.644 17.341
82 P 19.283 -15.769 15.841
83 O 18.899 -14.560 15.080
84 O 20.541 -16.632 15.290
85 C 21.047 -16.306 14.016
86 C 22.218 -15.414 14.040
87 O 18.119 -16.779 15.997
88 C 16.996 -16.780 15.103
89 C 17.058 -18.010 14.261
90 H 18.097 -12.999 18.742
91 H 17.622 -13.902 17.254
92 H 17.666 -14.686 18.846
93 H 20.085 -13.539 17.621
94 H 20.115 -14.673 19.032
95 H 21.344 -17.306 13.661
96 H 20.250 -15.866 13.411
97 H 22.371 -15.240 12.973
98 H 22.004 -14.371 14.465
99 H 23.149 -15.777 14.400
100 H 16.091 -16.748 15.650
101 H 17.031 -15.869 14.578
102 H 17.138 -18.882 14.978
103 H 16.126 -18.107 13.765
104 H 17.969 -18.078 13.653
105 C 16.510 -21.802 25.542
106 C 16.291 -23.139 24.954
107 O 15.068 -23.105 24.118
108 P 15.167 -23.901 22.738
109 O 16.499 -24.554 22.416
110 O 14.782 -22.835 21.700
111 C 13.589 -22.125 21.670
112 C 13.394 -21.574 20.228
113 O 13.927 -24.852 22.866
114 C 13.974 -26.228 23.252
115 C 13.992 -26.407 24.748
116 H 17.475 -21.825 26.124
117 H 16.729 -21.104 24.727
118 H 15.613 -21.572 26.140
119 H 17.045 -23.510 24.244
120 H 16.172 -23.908 25.698
121 H 12.780 -22.768 21.965
122 H 13.596 -21.230 22.356
123 H 13.331 -22.360 19.479
124 H 12.537 -20.838 20.126
125 H 14.315 -21.015 19.960
126 H 13.097 -26.642 22.790
127 H 14.888 -26.660 22.796
128 H 13.054 -26.136 25.251
129 H 14.324 -27.427 25.126
130 H 14.714 -25.673 25.173
131 C 10.687 -21.013 12.094
132 C 10.784 -22.293 12.845
133 O 11.819 -22.075 13.888
134 P 11.930 -23.222 14.973
135 O 12.103 -24.549 14.404
136 O 13.030 -22.629 15.915
137 C 13.145 -21.220 16.321
138 C 14.560 -20.900 16.750
139 O 10.607 -23.081 15.808
140 C 9.759 -24.187 16.206
141 C 9.439 -24.150 17.656
142 H 10.153 -21.024 11.173
143 H 10.452 -20.094 12.610
144 H 11.752 -20.888 11.879
145 H 9.807 -22.608 13.252
146 H 11.112 -23.049 12.160
147 H 12.846 -20.675 15.455
148 H 12.475 -21.025 17.183
149 H 14.854 -21.429 17.587
150 H 15.365 -21.018 16.009
151 H 14.652 -19.796 17.002
152 H 8.795 -24.204 15.607
153 H 10.358 -25.055 15.971
154 H 10.349 -24.185 18.258
155 H 8.922 -23.231 17.938
156 H 8.863 -25.010 17.862
157 C 19.836 -26.764 20.861
158 C 19.280 -25.387 20.357
159 O 18.942 -25.550 18.930
160 P 17.817 -24.452 18.383
161 O 17.802 -23.083 18.896
162 O 18.265 -24.568 16.783
163 C 18.885 -23.400 16.233
164 C 17.947 -22.445 15.639
165 O 16.475 -25.261 18.429
166 C 15.319 -24.516 17.880
167 C 14.173 -25.468 17.762
168 H 18.995 -27.421 20.954
169 H 20.650 -27.107 20.233
170 H 20.251 -26.567 21.868
171 H 18.387 -25.052 21.000
172 H 20.067 -24.606 20.373
173 H 19.582 -22.931 17.004
174 H 19.405 -23.786 15.333
175 H 18.516 -21.584 15.230
176 H 17.500 -22.986 14.836
177 H 17.264 -21.986 16.358
178 H 15.127 -23.721 18.587
179 H 15.551 -23.979 16.932
180 H 13.252 -24.946 17.603
181 H 14.320 -26.064 16.850
182 H 14.193 -26.122 18.617
183 O 21.376 -21.425 18.255
184 C 22.487 -21.085 18.401
185 O 23.540 -21.886 18.563
186 C 24.700 -21.050 18.330
187 C 24.183 -19.641 18.740
188 O 22.820 -19.780 18.468
189 H 25.508 -21.481 18.941
190 H 25.014 -21.133 17.301
191 H 24.651 -18.880 18.107
192 H 24.320 -19.473 19.822
193 O 15.950 -17.981 19.326
194 C 17.044 -18.408 19.100
195 O 17.336 -19.415 18.198
196 C 18.694 -19.737 18.193
197 C 19.267 -18.516 18.825
198 O 18.232 -17.943 19.586
199 H 18.871 -20.622 18.828
200 H 19.111 -20.015 17.251
201 H 19.449 -17.802 18.048
202 H 20.157 -18.784 19.382

Force components x, y, z for each atom (eV/Å):
-0.637 0.475 -0.792
-0.326 -0.256 -0.566
0.096 -0.872 0.535
-0.306 -0.214 0.430
0.075 0.694 -0.302
1.210 0.365 0.188
-0.875 0.220 0.021
-0.971 1.047 -2.615
-0.052 0.170 0.136
-0.267 1.953 0.623
0.940 0.534 -1.744
0.117 -0.292 -0.046
0.077 0.303 0.145
0.524 0.109 0.462
0.064 0.302 0.574
-0.067 -0.120 -0.116
0.287 -0.831 0.187
-0.161 0.482 -0.063
-0.141 -0.914 0.227
0.311 0.444 0.381
0.571 -0.691 1.210
0.169 -0.656 0.464
-0.112 -1.645 -1.376
-0.104 0.276 0.328
0.170 -0.149 1.020
-0.575 -0.807 0.677
-0.755 0.910 -0.409
1.798 1.252 0.570
-0.600 -1.412 -0.889
0.529 -1.012 1.809
0.335 0.576 -0.488
-1.737 1.150 -1.316
0.999 -0.319 1.465
-0.670 1.496 -0.746
1.105 0.095 0.018
0.036 1.961 -0.078
1.331 -0.794 -0.112
-0.605 -0.342 -0.424
-0.622 -0.265 -0.499
-0.083 -0.251 -0.005
0.947 -0.495 -0.019
-0.466 -0.017 0.659
-0.387 -0.774 -0.388
0.236 0.247 0.253
0.454 -0.652 0.128
-0.063 -0.067 -0.302
-0.168 -0.650 0.123
-0.407 0.459 -0.246
-0.227 -0.971 1.205
-0.578 -0.217 0.575
-0.291 0.278 -0.788
-0.171 -0.181 -0.005
0.054 -0.108 -0.583
-0.331 -0.471 -1.862
0.036 0.089 0.087
0.111 -2.102 -0.108
-0.038 -0.106 0.250
0.158 0.573 -0.363
-1.590 1.544 -1.471
-1.712 2.261 -1.481
0.021 0.355 0.214
-0.839 0.623 -0.292
-0.178 1.235 -1.205
-0.683 0.477 -0.026
0.445 0.217 -0.171
0.261 0.348 0.547
0.882 0.203 1.025
-0.701 -0.143 0.961
0.834 -0.404 -0.053
0.470 -0.092 1.051
1.531 -0.460 0.155
-0.134 -0.702 1.169
0.319 -1.238 0.691
-0.024 -0.714 -0.172
0.629 0.410 1.136
0.012 -0.243 -0.319
0.090 -0.067 0.410
0.430 -1.276 0.580
-1.047 0.152 -1.738
-1.372 -0.774 0.976
-0.200 1.083 -0.482
1.495 0.577 0.145
0.693 -0.578 0.361
-1.569 0.737 1.217
-0.129 -1.395 -0.251
-0.258 2.818 -0.844
-0.844 -0.874 0.625
0.903 -0.424 -0.102
1.009 -1.365 1.647
0.300 -0.129 -0.025
1.223 -0.055 1.505
-0.482 -0.691 0.651
1.297 0.251 -0.786
-0.061 0.634 -0.249
-0.149 0.537 -0.605
0.157 -0.178 -0.147
0.383 0.263 -0.143
0.144 -1.534 -0.331
0.544 -0.654 0.694
-0.790 -0.197 1.059
0.061 1.061 -1.068
-0.205 0.755 -0.715
-0.598 -0.256 -1.058
-0.518 0.257 -0.276
1.099 0.314 0.207
-0.047 -0.908 -1.567
0.873 -0.197 0.383
2.813 -1.551 0.820
-2.611 1.075 0.716
0.598 0.158 -1.145
-1.431 2.244 -0.817
0.336 0.935 0.334
-0.588 0.178 -0.440
0.977 -0.477 -0.366
0.777 0.114 1.582
-1.154 0.022 -0.101
-0.480 0.183 0.318
0.659 0.448 -0.088
0.309 0.515 0.669
-0.315 -0.328 0.445
-0.498 -0.278 0.119
0.252 -1.008 -0.381
-0.350 -0.221 0.080
0.845 -1.061 0.298
-0.482 -0.165 0.219
-0.284 -0.447 -0.143
-0.538 0.063 0.224
-0.007 -0.254 -0.392
-0.509 1.159 -0.844
-0.189 -0.568 -0.270
2.044 0.833 0.040
-0.719 0.343 0.973
-1.315 -0.149 -0.968
-0.228 0.632 -0.198
0.549 -0.677 0.205
0.832 -0.030 0.547
0.164 -0.688 0.431
0.250 2.434 -1.580
-1.349 0.404 0.652
-0.131 -0.024 -1.264
0.905 1.297 0.342
-0.521 -0.421 -0.645
-0.549 -0.137 0.689
-0.017 0.497 -0.689
0.583 0.024 0.422
0.370 -0.615 -0.099
-0.260 0.766 -0.380
0.100 -0.268 -0.630
0.498 -1.134 1.839
-0.675 -0.320 -0.201
-0.450 -1.207 -0.054
1.274 0.242 0.389
-0.278 -0.605 -0.155
0.042 -0.102 -0.019
-0.210 -0.169 -0.051
-0.845 -0.868 0.492
-0.130 2.424 0.469
0.114 -0.381 0.409
-2.015 1.954 0.764
2.782 -2.225 -2.133
0.031 0.030 0.342
-1.129 0.614 1.847
2.245 -0.499 0.503
-0.180 1.829 0.299
-0.616 0.405 -0.580
0.444 0.747 0.163
0.929 -0.553 -1.199
-0.147 -0.754 -0.129
-0.181 -0.251 -0.211
-0.211 -0.253 -0.349
1.199 -0.492 -1.092
-0.457 -0.368 0.247
-0.687 -0.633 -1.144
0.573 0.023 0.912
-0.137 -0.501 -0.044
-1.067 0.106 -0.631
-0.257 -0.386 -0.103
-0.176 0.154 0.411
0.178 -0.775 0.399
-0.620 0.344 0.283
-0.063 -0.116 0.321
-0.427 -0.197 0.375
-1.924 -0.899 -0.409
0.364 0.628 0.524
0.637 0.503 -0.504
0.557 -0.377 1.287
1.579 -1.230 -0.037
-0.541 0.498 -0.351
-0.293 0.492 -0.036
-0.206 0.190 -0.489
-0.332 0.033 0.394
0.105 0.030 -0.472
0.639 -0.410 0.077
1.332 -0.356 -1.382
-2.558 0.505 0.012
0.556 -1.233 2.110
1.421 -0.039 -1.017
-1.662 -0.131 0.821
-0.298 0.168 -0.112
-0.139 0.337 -0.987
0.712 0.487 -0.293
-0.057 0.393 0.475